A single C22H20O6 molecule, computed with wB97M-V/def2-TZVPD.

## Properties
M = 380.4 g mol⁻¹
HOMO level = -0.32994 hartree
structure (SMILES) = O=C1C=C[C@H](O)[C@H]([C@H](O)[C@H](OC(=O)/C=C/c2ccccc2)c2ccccc2)O1
lowest unoccupied orbital energy = -0.014 Eh

Last columns: bonded neighbours and bond lengths (Å).
Cartesian coordinates (Å):
1 O -0.284 -3.863 4.279  C7 1.173
2 O 1.119 1.734 0.281  C8 1.251
3 O -0.584 -1.993 3.189  C7 1.320, C25 1.408
4 O -2.190 -0.118 2.236  C26 1.387, H29 0.989
5 O -1.295 0.726 4.460  C27 1.478, H30 0.967
6 O -0.460 0.372 -0.635  C8 1.302, C28 1.443
7 C -0.268 -2.691 4.263  O1 1.173, O3 1.320, C9 1.449
8 C 0.562 1.176 -0.691  O2 1.251, O6 1.302, C11 1.461
9 C 0.295 -2.083 5.452  C7 1.449, C10 1.386, H31 1.103
10 C 0.405 -0.703 5.379  C9 1.386, C27 1.518, H32 1.101
11 C 0.964 1.529 -2.050  C8 1.461, C12 1.385, H33 1.074
12 C 1.808 2.572 -2.395  C11 1.385, C23 1.396, H34 1.133
13 C 3.462 3.063 -6.178  C15 1.412, C16 1.426, H35 1.049
14 C -3.884 -3.298 -0.292  C17 1.345, C18 1.401, H36 1.088
15 C 2.960 4.210 -5.526  C13 1.412, C19 1.452, H37 1.145
16 C 3.445 1.792 -5.533  C13 1.426, C20 1.363, H38 1.091
17 C -2.833 -3.763 0.407  C14 1.345, C21 1.387, H39 1.028
18 C -3.954 -1.954 -0.682  C14 1.401, C22 1.365, H40 1.078
19 C 2.475 4.024 -4.170  C15 1.452, C23 1.373, H41 1.089
20 C 2.698 1.609 -4.408  C16 1.363, C23 1.408, H42 1.062
21 C -1.727 -2.963 0.650  C17 1.387, C24 1.428, H43 1.133
22 C -2.882 -1.150 -0.422  C18 1.365, C24 1.426, H44 1.168
23 C 2.273 2.750 -3.699  C12 1.396, C19 1.373, C20 1.408
24 C -1.680 -1.611 0.193  C21 1.428, C22 1.426, C28 1.555
25 C 0.004 -0.746 2.903  O3 1.408, C26 1.535, C27 1.497, H45 1.130
26 C -0.863 -0.066 1.835  O4 1.387, C25 1.535, C28 1.544, H46 1.161
27 C 0.001 0.087 4.147  O5 1.478, C10 1.518, C25 1.497, H47 1.152
28 C -0.520 -0.602 0.428  O6 1.443, C24 1.555, C26 1.544, H48 1.106
29 H -2.455 -1.070 2.297  O4 0.989
30 H -1.948 0.598 3.758  O5 0.967
31 H 0.595 -2.620 6.367  C9 1.103
32 H 0.670 -0.304 6.370  C10 1.101
33 H 0.488 0.906 -2.784  C11 1.074
34 H 2.221 3.362 -1.696  C12 1.133
35 H 4.030 3.204 -7.048  C13 1.049
36 H -4.726 -3.941 -0.537  C14 1.088
37 H 2.911 5.242 -6.017  C15 1.145
38 H 3.943 0.875 -5.851  C16 1.091
39 H -2.883 -4.782 0.538  C17 1.028
40 H -4.857 -1.441 -0.974  C18 1.078
41 H 2.248 4.861 -3.511  C19 1.089
42 H 2.677 0.663 -3.924  C20 1.062
43 H -0.810 -3.415 1.137  C21 1.133
44 H -2.939 0.016 -0.367  C22 1.168
45 H 1.085 -0.874 2.600  C25 1.130
46 H -0.533 1.047 1.855  C26 1.161
47 H 0.839 0.851 3.941  C27 1.152
48 H 0.397 -1.221 0.426  C28 1.106